This record from OMol25 describes a cluster of 11 separate species, C27H58B6F24N6O4 in total. The level of theory is ωB97M-V/def2-TZVPD.

ORCA input file:
```
! wB97M-V def2-TZVPD RIJCOSX def2/J DEFGRID3
* xyz 0 1
C 14.30725 5.76432 -3.87992
C 15.23797 6.76403 -3.21744
O 15.08090 7.96734 -3.22590
N 16.46847 6.27345 -2.46110
H 16.38599 5.47295 -1.84051
H 16.90255 5.71498 -3.19357
C 17.45678 7.30584 -1.85850
H 13.39418 6.28473 -4.17056
H 14.01639 4.83103 -3.39889
H 14.58307 5.46652 -4.89406
H 17.80171 7.92445 -2.68521
H 18.36622 6.86632 -1.45132
H 16.86404 7.82876 -1.10856
C 22.12958 6.10091 -2.86804
N 21.35280 6.03316 -1.58840
C 21.24861 7.09888 -0.79968
C 20.64098 7.01344 0.46159
C 20.20360 5.79521 0.93286
C 20.30088 4.66690 0.04463
C 20.78453 4.83734 -1.23961
C 19.61242 5.61017 2.30048
C 19.94563 6.34304 3.42977
C 19.47047 6.01522 4.67585
N 18.54550 5.04342 4.78304
C 17.97269 4.47281 3.68927
C 18.50382 4.70971 2.43178
C 18.06388 4.78671 6.14157
H 21.41487 6.45171 -3.61044
H 22.65464 5.18123 -3.12044
H 22.94915 6.80396 -2.72332
H 21.79952 7.95069 -1.17140
H 20.63845 7.77259 1.23277
H 19.78277 3.72628 0.16510
H 21.08778 3.99352 -1.84217
H 20.62600 7.17724 3.32093
H 19.88001 6.47314 5.56463
H 17.16726 3.78060 3.88297
H 18.17740 4.21704 1.52871
H 17.49971 5.57608 6.64008
H 19.00607 4.53051 6.62404
H 17.30356 4.00757 6.18816
C 15.37846 17.38516 -0.50649
C 15.86645 17.18855 -1.96587
C 17.11438 16.38711 -2.14623
O 17.31225 15.32894 -1.22259
C 17.73267 14.09884 -1.78420
N 14.75811 16.41917 -2.72784
H 14.87146 15.41578 -2.82702
H 13.83346 16.56015 -2.32674
H 14.69773 16.76496 -3.67866
H 14.32628 17.65473 -0.42138
H 15.95834 18.19432 -0.06284
H 15.57960 16.45099 0.01702
H 15.85826 18.18520 -2.40640
H 17.88261 16.97506 -1.63458
H 17.37517 16.39231 -3.20592
H 18.15948 14.08536 -2.78894
H 16.91862 13.37056 -1.79405
H 18.48775 13.56149 -1.20953
C 10.17101 9.37086 2.20073
C 11.35192 8.35120 2.10877
C 12.38452 8.44894 0.94778
O 13.21181 7.25454 0.84569
C 13.90418 7.28415 -0.35205
N 12.04304 8.40310 3.45054
H 12.62267 9.20045 3.70715
H 11.29924 8.31497 4.13196
H 12.73218 7.66719 3.61993
H 10.35835 10.44429 2.16537
H 9.46483 9.16533 3.00507
H 9.53921 9.29413 1.31311
H 10.98585 7.32437 2.12538
H 12.95864 9.37648 0.93212
H 11.73497 8.53482 0.07344
H 14.60634 6.45991 -0.49691
H 14.58302 8.13960 -0.39479
H 13.23945 7.27159 -1.21939
C 15.79189 11.81742 0.83390
C 16.48215 10.93640 1.90026
C 15.93782 9.45740 2.00183
O 16.61477 8.67313 0.99501
C 17.22534 7.56708 1.61913
N 17.98328 10.91873 1.79882
H 18.36546 10.65053 0.90898
H 18.24625 11.89930 1.87290
H 18.42007 10.36814 2.53065
H 15.51915 11.16945 -0.00119
H 16.42426 12.62939 0.47357
H 14.89263 12.36659 1.11077
H 16.36679 11.40595 2.87772
H 14.86570 9.34938 1.84376
H 16.14893 9.16646 3.03112
H 17.94884 7.09348 0.94636
H 16.49926 6.81191 1.92433
H 17.89463 7.71080 2.47056
B 19.91692 9.78982 4.44568
F 20.38183 9.76427 3.11334
F 20.56495 8.83294 5.21005
F 20.17970 11.03681 5.00353
F 18.56266 9.63083 4.40068
B 12.46617 15.00089 -0.58284
F 13.71707 14.38154 -0.63635
F 11.55976 14.00336 -0.21155
F 12.52321 16.10908 0.25519
F 12.05931 15.36376 -1.88542
B 15.58639 6.23260 4.59122
F 16.42405 7.31011 4.58796
F 15.60117 5.49035 5.79052
F 14.32749 6.83946 4.34065
F 15.91393 5.27687 3.60762
B 19.55768 10.57715 -1.32457
F 20.19242 10.92912 -0.16523
F 18.19801 10.93005 -1.33913
F 20.14554 11.30062 -2.38371
F 19.63939 9.19367 -1.48391
B 13.56904 11.37292 4.30368
F 13.58365 12.00291 3.05018
F 14.17934 12.23416 5.26894
F 12.26285 11.03112 4.65574
F 14.20320 10.17411 4.37200
B 19.02613 14.24762 2.64049
F 17.80680 14.87723 2.52986
F 20.06381 15.16220 3.00427
F 18.85977 13.33529 3.69698
F 19.30121 13.50823 1.50809
*
```

## Properties
Energy above the lowest of the compared OMol25 structures with the same formula, charge and spin, kcal per mole: 27.5

Results of the Mulliken charge analysis, in e, for atoms 1 through 99:
1 C -1.367
2 C 0.562
3 O -0.337
4 N -0.101
5 H 0.488
6 H 0.462
7 C 0.140
8 H 0.404
9 H 0.375
10 H 0.433
11 H 0.465
12 H -0.391
13 H -0.159
14 C -0.975
15 N 0.218
16 C -0.801
17 C 0.022
18 C 0.718
19 C -0.659
20 C -0.580
21 C 1.343
22 C -0.336
23 C -0.560
24 N 0.189
25 C -0.331
26 C -0.951
27 C -1.234
28 H 0.358
29 H 0.352
30 H 0.362
31 H 0.307
32 H 0.275
33 H 0.447
34 H 0.464
35 H 0.589
36 H 0.601
37 H 0.420
38 H 0.319
39 H 0.361
40 H 0.510
41 H 0.380
42 C -1.477
43 C 0.406
44 C -1.101
45 O 0.029
46 C -0.868
47 N -0.192
48 H 0.293
49 H 0.214
50 H 0.396
51 H 0.493
52 H 0.398
53 H 0.346
54 H 0.310
55 H 0.404
56 H 0.443
57 H 0.352
58 H 0.325
59 H 0.135
60 C -1.564
61 C 0.139
62 C -0.550
63 O -0.358
64 C -0.586
65 N 0.460
66 H -0.181
67 H 0.451
68 H 0.362
69 H 0.366
70 H 0.462
71 H 0.435
72 H 0.268
73 H 0.357
74 H 0.506
75 H 0.239
76 H 0.209
77 H 0.384
78 C -1.372
79 C 0.296
80 C 0.255
81 O 0.624
82 C 0.378
83 N 1.728
84 H -0.568
85 H -0.075
86 H -0.255
87 H 0.291
88 H -0.038
89 H 0.372
90 H 0.802
91 H -1.345
92 H 0.301
93 H -0.926
94 H 0.499
95 H 0.025
96 B 0.009
97 F -0.315
98 F -0.338
99 F -0.333

This record from OMol25 describes a cluster of 3 separate species, C27H58N5S2 in total. The level of theory is ωB97M-V/def2-TZVPD.

ORCA input file:
```
! wB97M-V def2-TZVPD RIJCOSX def2/J DEFGRID3
* xyz 1 1
C 3.37759 -0.55445 -2.06709
C 3.09422 -1.98079 -1.41645
C 3.33117 -2.04662 0.13558
C 2.50816 -0.99115 0.97641
N 1.41300 -1.57161 1.80878
C 1.89530 -2.56787 2.79633
C 1.02322 -3.90737 2.82025
C 0.94745 -4.64188 1.41837
C -0.06735 -3.94125 0.41170
C -1.05813 -4.91920 -0.30880
C -1.79256 -4.41072 -1.45824
N -2.57114 -5.51622 -1.89462
C -2.29718 -6.57146 -1.06373
N -1.40547 -6.26221 -0.06375
C 0.57597 -0.57948 2.39915
S -0.72835 -0.98875 3.35858
S 0.81248 1.24198 2.14135
C 0.14555 1.56641 0.42364
C -1.17715 2.43393 0.44034
C -1.00410 3.81746 1.18267
H 3.79683 -0.64767 -3.10011
H 4.00667 0.07693 -1.37843
H 2.37195 -0.03188 -2.11678
H 3.85371 -2.68090 -1.88545
H 2.08800 -2.40227 -1.70719
H 3.18886 -3.11239 0.47619
H 4.43103 -1.83215 0.30475
H 3.17905 -0.39170 1.66467
H 2.00388 -0.31398 0.22571
H 1.77716 -2.14307 3.84107
H 2.97759 -2.83978 2.69809
H 1.38420 -4.58907 3.64883
H -0.04927 -3.67093 3.09426
H 0.52726 -5.67771 1.63001
H 1.96264 -4.84038 0.96117
H 0.50425 -3.40469 -0.40152
H -0.67201 -3.18985 0.99356
H -1.71872 -3.38598 -1.88021
H -3.22715 -5.54182 -2.67690
H -2.79057 -7.55034 -1.25046
H -1.03691 -6.83420 0.69507
H -0.13667 0.56959 -0.03032
H 0.94783 2.01607 -0.23537
H -1.41613 2.68172 -0.63942
H -2.00188 1.79484 0.87255
H -0.54762 3.68667 2.19812
H -2.02649 4.29256 1.28221
H -0.40934 4.50184 0.50985
C -0.82827 9.28630 5.53961
C -1.85420 8.16137 5.58149
N -2.02464 7.46465 4.31324
C -3.16753 6.55887 4.30859
C -3.12905 5.35285 5.25093
C -0.80993 6.93216 3.71129
C -0.00555 5.91608 4.52416
H -1.08671 10.02982 4.78250
H -0.79579 9.79031 6.50817
H 0.17901 8.91666 5.33635
H -2.81204 8.61298 5.85998
H -1.58551 7.47251 6.39364
H -3.33559 6.19986 3.28722
H -4.06148 7.14541 4.54822
H -2.47620 4.56599 4.87329
H -4.12940 4.91883 5.33380
H -2.80791 5.62007 6.25885
H -0.15215 7.76867 3.46113
H -1.05384 6.48787 2.73914
H 0.08261 6.19114 5.57683
H 1.01115 5.84938 4.12435
H -0.43361 4.91596 4.45979
C -0.72139 -2.61124 -8.04023
C 0.46248 -2.63535 -7.08233
N 0.14234 -2.19515 -5.72977
C 1.31438 -2.00384 -4.88930
C 2.14774 -3.24190 -4.55489
C -0.95583 -2.88056 -5.07093
C -0.82709 -4.39482 -4.87826
H -1.15497 -1.61138 -8.10866
H -0.39148 -2.90329 -9.03928
H -1.50507 -3.31204 -7.74361
H 1.22069 -1.96242 -7.49479
H 0.90019 -3.64245 -7.09152
H 1.00922 -1.51997 -3.95411
H 1.97042 -1.27456 -5.37678
H 1.66380 -3.85713 -3.79582
H 3.11325 -2.93656 -4.14402
H 2.35089 -3.85901 -5.43129
H -1.87557 -2.68166 -5.62727
H -1.13220 -2.41508 -4.09241
H -0.43074 -4.90049 -5.75988
H -1.81546 -4.82568 -4.68020
H -0.19977 -4.64141 -4.02164
*
```

Calculated atomic charges, method Mulliken, unit e:
1 C -1.083
2 C 0.194
3 C -0.310
4 C -0.752
5 N 0.580
6 C -1.036
7 C -0.668
8 C -0.594
9 C 0.939
10 C 0.403
11 C -0.964
12 N 0.032
13 C -0.267
14 N -0.042
15 C -0.099
16 S -0.188
17 S -0.151
18 C -0.493
19 C -0.553
20 C -0.741
21 H 0.314
22 H 0.361
23 H 0.217
24 H 0.427
25 H -0.524
26 H 0.206
27 H 0.328
28 H 0.345
29 H 0.057
30 H 0.458
31 H 0.419
32 H 0.432
33 H 0.221
34 H 0.309
35 H 0.225
36 H -0.588
37 H 0.191
38 H 0.461
39 H 0.292
40 H 0.400
41 H 0.265
42 H 0.250
43 H 0.429
44 H 0.312
45 H 0.304
46 H 0.129
47 H 0.295
48 H 0.281
49 C -1.401
50 C -0.327
51 N 0.107
52 C -0.664
53 C -0.923
54 C -0.645
55 C -0.905
56 H 0.328
57 H 0.429
58 H 0.293
59 H 0.436
60 H 0.251
61 H 0.332
62 H 0.395
63 H 0.165
64 H 0.403
65 H 0.267
66 H 0.356
67 H 0.285
68 H 0.325
69 H 0.355
70 H 0.133
71 C -1.420
72 C -0.301
73 N 0.160
74 C -0.682
75 C -0.845
76 C -0.727
77 C -0.584
78 H 0.336
79 H 0.439
80 H 0.290
81 H 0.465
82 H 0.259
83 H 0.244
84 H 0.361
85 H 0.049
86 H 0.301
87 H 0.401
88 H 0.379
89 H 0.254
90 H 0.311
91 H 0.112
92 H 0.179

Q: Which HOMO level values were calculated for the entries above? A: -0.3118, -0.3368, in hartree.
Q: Which DFT total energy values were calculated for the entries above? A: -4240.040012, -2133.363226, in hartree.
Q: Which lowest unoccupied orbital energy values were calculated for the entries above? A: -3.37, -3.15, in eV.